1.
{"formula": "C36H87BN9O9S", "method": "ωB97M-V/def2-TZVPD", "orbital_gap_ha": 0.224, "homo_energy_ev": -10.66, "charge": 1, "spin_multiplicity": 1, "species": ["C", "C", "C", "O", "C", "C", "C", "S", "C", "N", "C", "C", "C", "C", "O", "C", "N", "B", "N", "O", "H", "H", "H", "H", "H", "H", "H", "H", "H", "H", "H", "H", "H", "H", "H", "H", "H", "H", "H", "H", "H", "C", "C", "C", "O", "C", "N", "H", "H", "H", "H", "H", "H", "H", "H", "H", "H", "H", "C", "C", "C", "O", "C", "N", "H", "H", "H", "H", "H", "H", "H", "H", "H", "H", "H", "C", "C", "C", "O", "C", "N", "H", "H", "H", "H", "H", "H", "H", "H", "H", "H", "H", "C", "C", "C", "O", "C", "N", "H", "H", "H", "H", "H", "H", "H", "H", "H", "H", "H", "C", "C", "C", "O", "C", "N", "H", "H", "H", "H", "H", "H", "H", "H", "H", "H", "H", "C", "C", "C", "O", "C", "N", "H", "H", "H", "H", "H", "H", "H", "H", "H", "H", "H"], "xyz": [[-4.8791, -3.7313, 0.8257], [-3.8993, -4.2592, -0.3828], [-2.5289, -4.8532, 0.3675], [-1.5565, -3.7406, 0.3491], [-0.1790, -4.2592, 0.0658], [0.8686, -3.0228, -0.1803], [1.3361, -2.1834, 1.1890], [0.6935, -2.6219, 2.9316], [2.3664, -0.9118, 1.0947], [2.8265, -0.0543, 2.2811], [1.9426, 1.0321, 2.2582], [0.4525, 0.9646, 3.0040], [2.2978, 2.4431, 1.4468], [2.9581, -0.5202, -0.3852], [3.9266, 0.5813, -0.6127], [2.4297, -1.4087, -1.6692], [1.4244, -2.5702, -1.5224], [1.0094, -3.2543, -2.8121], [2.0618, -3.3380, -3.9442], [-0.3177, -3.8200, -3.1248], [-4.3821, -3.8649, 1.9015], [-5.8968, -4.3088, 0.7490], [-5.0440, -2.5835, 0.6596], [-3.5556, -3.3161, -0.9941], [-4.3857, -5.0470, -1.0984], [-2.7594, -5.2844, 1.4307], [-2.1824, -5.7802, -0.2983], [0.1563, -4.7846, 1.0838], [-0.1600, -5.1015, -0.7462], [1.5144, -3.6620, 3.4723], [-0.1570, 0.1219, 2.4379], [0.5323, 0.7616, 4.1617], [-0.1175, 1.9876, 2.7714], [1.6014, 3.2965, 1.8416], [2.0027, 2.2509, 0.3181], [3.4405, 2.7078, 1.4648], [4.8095, 0.1346, -0.8652], [2.8551, -1.1194, -2.7352], [2.1315, -2.3727, -4.3843], [1.6147, -3.9158, -4.7152], [-1.0599, -3.3238, -2.6688], [-8.0700, -9.8033, -0.5237], [-6.5699, -9.8103, -0.8170], [-5.8173, -8.5935, -0.2297], [-6.0119, -7.3726, -0.9498], [-7.2375, -6.7140, -0.6678], [-6.3671, -9.9206, -2.2679], [-8.6236, -9.1192, -1.1724], [-8.4909, -10.8020, -0.6892], [-8.2681, -9.5263, 0.5163], [-6.1561, -10.7091, -0.3425], [-4.7425, -8.8024, -0.2925], [-6.0421, -8.4539, 0.8346], [-7.5372, -6.8291, 0.3779], [-8.0193, -7.0835, -1.3345], [-7.1081, -5.6485, -0.8763], [-5.3686, -10.0323, -2.4490], [-6.5833, -9.0062, -2.6774], [3.2604, 4.5276, -4.1670], [2.5928, 3.2821, -3.5844], [3.5938, 2.1794, -3.1673], [4.1513, 1.4417, -4.2591], [5.2083, 2.1046, -4.9363], [1.6033, 2.7764, -4.5454], [3.5765, 4.3907, -5.2045], [2.5576, 5.3691, -4.1619], [4.1345, 4.8199, -3.5773], [2.0613, 3.5991, -2.6782], [3.0487, 1.4431, -2.5644], [4.3884, 2.5765, -2.5242], [5.8267, 2.6978, -4.2563], [4.8030, 2.7318, -5.7329], [5.8399, 1.3467, -5.4076], [1.0873, 2.0115, -4.1086], [2.1192, 2.3153, -5.3017], [3.6848, 8.0391, 3.9669], [3.8588, 7.2928, 2.6443], [2.5264, 7.0095, 1.9119], [1.7539, 5.9464, 2.4777], [1.0095, 6.3110, 3.6302], [4.6130, 6.0560, 2.8890], [3.3513, 7.3871, 4.7785], [4.6412, 8.4709, 4.2844], [2.9661, 8.8582, 3.8669], [4.4591, 7.9379, 1.9903], [2.7672, 6.6859, 0.8921], [1.9189, 7.9170, 1.8117], [0.6361, 7.3376, 3.5730], [1.6197, 6.1734, 4.5251], [0.1541, 5.6348, 3.7119], [4.8181, 5.6171, 1.9904], [3.9745, 5.3923, 3.3389], [5.9105, -7.3234, 2.8496], [5.3331, -6.6075, 1.6288], [4.3534, -5.4651, 1.9853], [3.0606, -5.9050, 2.4121], [3.0040, -6.3363, 3.7634], [4.7056, -7.5997, 0.7454], [5.2082, -8.0338, 3.2935], [6.7993, -7.8982, 2.5639], [6.2101, -6.6085, 3.6220], [6.1784, -6.1565, 1.0937], [4.1777, -4.8787, 1.0754], [4.7873, -4.7741, 2.7181], [3.6656, -5.7536, 4.4110], [3.2457, -7.3993, 3.8242], [1.9767, -6.2148, 4.1176], [4.4175, -7.1324, -0.1153], [3.8174, -7.8750, 1.1766], [3.5783, 10.6837, 0.0113], [4.5010, 9.7868, -0.8137], [4.7970, 10.3358, -2.2290], [3.7210, 10.1847, -3.1598], [2.6924, 11.1545, -3.0302], [3.9293, 8.4346, -0.8687], [2.5274, 10.5824, -0.2723], [3.6438, 10.4169, 1.0726], [3.8602, 11.7365, -0.0857], [5.4575, 9.7343, -0.2783], [5.6288, 9.7554, -2.6460], [5.1351, 11.3785, -2.1959], [3.0831, 12.1352, -2.7437], [1.9479, 10.8117, -2.3088], [2.1898, 11.2501, -3.9966], [4.5996, 7.8166, -1.3280], [3.1416, 8.4619, -1.5240], [-9.1075, 1.2534, 0.9743], [-8.5507, 0.4913, -0.2281], [-8.2400, -0.9943, 0.0686], [-7.0486, -1.2095, 0.8310], [-7.1973, -0.9919, 2.2260], [-7.3673, 1.1986, -0.7359], [-8.3318, 1.5354, 1.6911], [-9.5821, 2.1846, 0.6433], [-9.8635, 0.6629, 1.5008], [-9.3244, 0.5131, -1.0060], [-8.0693, -1.4986, -0.8901], [-9.0935, -1.5007, 0.5353], [-8.1845, -1.2933, 2.5881], [-7.0058, 0.0571, 2.4605], [-6.4408, -1.5856, 2.7465], [-7.0643, 0.7467, -1.5997], [-6.5971, 1.0120, -0.0858]]}


2.
{"formula": "C36H87F2N10O11S2V", "method": "ωB97M-V/def2-TZVPD", "orbital_gap_ha": [0.189, 0.205], "e_above_lowest_kcal_mol": 121.33, "homo_energy_ev": [-9.57, -9.57], "charge": 1, "spin_multiplicity": 2, "s2": 0.785, "species": ["O", "V", "N", "S", "O", "O", "F", "S", "O", "O", "F", "C", "C", "N", "C", "C", "C", "C", "H", "H", "H", "H", "H", "H", "H", "H", "H", "H", "H", "H", "H", "H", "H", "C", "C", "N", "C", "C", "C", "C", "H", "H", "H", "H", "H", "H", "H", "H", "H", "H", "H", "H", "H", "H", "H", "C", "C", "N", "C", "C", "C", "C", "H", "H", "H", "H", "H", "H", "H", "H", "H", "H", "H", "H", "H", "H", "H", "C", "O", "N", "C", "C", "H", "H", "H", "H", "H", "H", "H", "C", "O", "N", "C", "C", "H", "H", "H", "H", "H", "H", "H", "C", "O", "N", "C", "C", "H", "H", "H", "H", "H", "H", "H", "C", "O", "N", "C", "C", "H", "H", "H", "H", "H", "H", "H", "C", "O", "N", "C", "C", "H", "H", "H", "H", "H", "H", "H", "C", "O", "N", "C", "C", "H", "H", "H", "H", "H", "H", "H"], "xyz": [[3.4519, -0.5738, 2.5609], [1.9716, -1.0574, 2.6589], [1.3680, -0.4572, 0.7706], [2.0689, 0.6624, -0.3841], [1.2443, 1.7996, -0.7961], [3.0145, 0.1339, -1.3719], [3.1522, 1.3346, 0.6642], [0.2185, -0.7882, -0.2703], [0.6215, -1.2796, -1.6313], [-0.9408, 0.1625, -0.2275], [-0.3060, -2.0817, 0.5518], [-3.6380, 1.5674, -0.9956], [-2.4240, 2.4275, -1.2762], [-2.6602, 3.5423, -2.2140], [-3.0718, 3.1012, -3.5810], [-3.8089, 4.2820, -4.2509], [-1.5312, 4.5550, -2.2176], [-0.2322, 4.1560, -3.0126], [-4.0980, 1.0771, -1.8536], [-4.3645, 2.2795, -0.6042], [-3.4215, 0.8982, -0.1629], [-1.9625, 2.9623, -0.4461], [-1.6279, 1.7625, -1.6110], [-3.8195, 2.3278, -3.4050], [-2.2605, 2.6292, -4.1350], [-4.6469, 4.7093, -3.7001], [-4.1062, 4.0398, -5.2712], [-3.1791, 5.1704, -4.2974], [-1.9580, 5.4782, -2.6098], [-1.2822, 4.9439, -1.2303], [-0.3022, 3.9448, -4.0796], [0.5953, 4.8429, -2.8350], [0.1218, 3.1921, -2.6469], [-7.9011, -1.1614, 2.5478], [-7.1111, -2.4722, 2.6033], [-6.0925, -2.6305, 1.5529], [-5.0173, -1.6996, 1.7067], [-3.9189, -1.8963, 0.6242], [-5.7770, -4.1063, 1.3387], [-4.9586, -4.6896, 2.5085], [-8.6330, -1.1726, 3.3555], [-8.5527, -1.3245, 1.6894], [-7.1740, -0.3509, 2.4972], [-6.7092, -2.7197, 3.5858], [-7.7879, -3.3208, 2.5045], [-5.2538, -0.6358, 1.7331], [-4.6642, -1.9109, 2.7160], [-3.5083, -2.9045, 0.6796], [-4.4016, -1.5999, -0.3070], [-3.0815, -1.2090, 0.7446], [-5.2556, -4.2206, 0.3883], [-6.6600, -4.6869, 1.0712], [-5.4241, -4.8355, 3.4832], [-3.9748, -4.2263, 2.5833], [-4.8797, -5.7533, 2.2839], [1.8726, 6.5302, 1.4019], [1.7171, 6.1464, -0.0552], [2.9433, 6.2895, -0.9297], [4.1395, 5.4764, -0.5930], [3.7682, 4.0283, -0.8114], [3.1252, 7.6427, -1.3451], [3.9455, 7.6787, -2.6820], [2.6032, 5.8430, 1.8284], [0.9758, 6.3918, 2.0058], [2.1989, 7.5617, 1.5346], [1.2527, 5.1682, 0.0694], [0.8350, 6.5792, -0.5271], [4.9776, 5.5487, -1.2862], [4.4325, 5.6885, 0.4352], [3.1974, 3.6283, 0.0267], [3.0977, 3.8840, -1.6586], [4.6339, 3.3867, -0.9758], [3.4800, 8.2310, -0.4988], [2.1366, 7.9461, -1.6896], [4.9517, 7.3750, -2.3929], [3.7798, 8.5514, -3.3136], [3.6570, 6.7775, -3.2231], [3.0494, -3.8211, 1.4011], [2.2865, -3.0249, 1.8778], [3.4529, -4.8777, 2.1504], [2.7756, -5.2826, 3.3425], [4.4652, -5.7933, 1.5491], [3.5232, -3.7404, 0.4106], [3.6219, -5.6823, 3.9012], [2.0073, -6.0466, 3.2239], [2.3011, -4.4354, 3.8378], [5.2086, -5.2757, 0.9429], [4.8867, -6.3635, 2.3770], [4.0016, -6.5937, 0.9724], [5.7491, -1.8718, -0.3947], [5.0314, -1.7119, 0.5763], [5.4524, -2.4674, -1.5829], [6.4978, -2.5844, -2.6006], [4.1088, -2.9001, -1.7581], [6.7332, -1.3945, -0.5212], [6.5095, -3.4981, -3.1947], [7.5339, -2.5203, -2.2684], [6.3563, -1.7284, -3.2605], [4.1839, -3.9419, -1.4464], [3.4290, -2.3583, -1.1005], [3.8433, -2.6360, -2.7817], [-0.9900, -2.1484, 4.0858], [-0.1537, -1.8333, 3.2326], [-1.8079, -1.2622, 4.6103], [-2.6064, -1.5997, 5.8146], [-1.8372, 0.1804, 4.2375], [-1.0993, -3.1621, 4.5013], [-3.3510, -0.8394, 6.0505], [-1.9852, -1.5544, 6.7092], [-2.9789, -2.6239, 5.7973], [-1.3035, 0.5467, 3.3605], [-2.8657, 0.5401, 4.2105], [-1.4758, 0.6076, 5.1729], [1.0829, 2.0429, 4.0908], [1.3775, 0.9161, 3.6032], [0.5152, 3.0338, 3.4187], [0.0169, 4.2090, 4.0881], [0.2792, 3.0509, 2.0138], [1.3147, 2.2128, 5.1536], [-1.0503, 4.4139, 4.0043], [0.6040, 5.0539, 3.7281], [0.3460, 4.3493, 5.1177], [-0.7745, 3.0055, 1.7386], [0.7531, 3.9650, 1.6561], [0.7671, 2.2422, 1.4698], [0.9639, -6.6394, 0.1203], [1.7421, -7.5141, -0.1644], [0.4304, -5.7250, -0.7018], [-0.8342, -5.0904, -0.3491], [0.6520, -5.7577, -2.1419], [0.6475, -6.4512, 1.1580], [-1.6660, -5.7201, -0.6649], [-0.8982, -4.3280, -1.1255], [-0.8412, -4.5855, 0.6169], [0.9948, -4.8191, -2.5774], [1.3624, -6.5635, -2.3269], [-0.2757, -6.1568, -2.5520], [0.5775, -2.3741, -4.5883], [0.6084, -3.5476, -5.0010], [0.3219, -1.3313, -5.3760], [0.1433, -1.4353, -6.8329], [0.4869, 0.0051, -4.8260], [0.8067, -2.1565, -3.5336], [-0.7142, -0.8921, -7.2299], [-0.0480, -2.4329, -7.2282], [0.9835, -1.0879, -7.4341], [1.4254, 0.4409, -5.1686], [-0.2871, 0.7000, -5.1517], [0.4612, 0.0947, -3.7400]]}


3.
{"formula": "C36H88O3", "method": "ωB97M-V/def2-TZVPD", "orbital_gap_ha": 0.354, "e_above_lowest_kcal_mol": 55.23, "homo_energy_ev": -9.22, "charge": 0, "spin_multiplicity": 1, "smiles": "CCCCCC.CCCCCC.CCCCCC.CCCCCC.CCCCCC.CCO.CCO.CCO", "species": ["C", "C", "C", "C", "C", "C", "H", "H", "H", "H", "H", "H", "H", "H", "H", "H", "H", "H", "H", "H", "C", "C", "C", "C", "C", "C", "H", "H", "H", "H", "H", "H", "H", "H", "H", "H", "H", "H", "H", "H", "C", "C", "C", "C", "C", "C", "H", "H", "H", "H", "H", "H", "H", "H", "H", "H", "H", "H", "H", "H", "C", "C", "C", "C", "C", "C", "H", "H", "H", "H", "H", "H", "H", "H", "H", "H", "H", "H", "H", "H", "C", "C", "C", "C", "C", "C", "H", "H", "H", "H", "H", "H", "H", "H", "H", "H", "H", "H", "H", "H", "C", "C", "O", "H", "H", "H", "H", "H", "H", "C", "C", "O", "H", "H", "H", "H", "H", "H", "C", "C", "O", "H", "H", "H", "H", "H", "H"], "xyz": [[-88.9418, -20.4655, 73.3797], [-90.0964, -19.6724, 74.0557], [-90.0683, -18.1775, 73.7704], [-91.2201, -17.3710, 74.4012], [-90.9765, -15.8597, 74.2684], [-91.4217, -15.3318, 72.8281], [-89.0104, -20.3661, 72.2939], [-88.8501, -21.5066, 73.5583], [-87.7250, -20.0984, 73.7460], [-89.9134, -19.7828, 74.9462], [-91.1151, -20.0429, 73.9236], [-90.2213, -18.0367, 72.7667], [-89.0594, -17.6895, 73.9001], [-91.2638, -17.4550, 75.5671], [-92.2029, -17.5157, 74.0313], [-90.1302, -15.3556, 74.7396], [-91.4668, -15.2925, 75.1483], [-92.4318, -15.5678, 72.6141], [-90.7608, -15.6867, 71.9881], [-91.1660, -14.3632, 72.8486], [-84.8847, -23.5533, 74.3696], [-86.1720, -23.2263, 73.6075], [-86.5591, -24.2517, 72.6311], [-87.6562, -23.7616, 71.5492], [-87.8309, -24.7829, 70.4227], [-89.0906, -24.4247, 69.5916], [-84.1278, -23.6052, 73.7185], [-85.0329, -24.4158, 74.8153], [-84.7410, -22.5518, 74.8791], [-86.1323, -22.1871, 73.1438], [-87.0833, -22.8382, 74.3368], [-86.7402, -25.0993, 73.2810], [-85.7545, -24.5460, 72.0618], [-87.3586, -22.8231, 71.1260], [-88.6630, -23.4507, 71.9383], [-87.8273, -25.9606, 70.6671], [-87.0685, -24.6792, 69.8141], [-90.0115, -24.4709, 70.1469], [-89.2934, -24.9604, 68.7320], [-89.0473, -23.4155, 69.0575], [-85.3605, -20.6043, 69.2759], [-86.4758, -19.5433, 69.1859], [-87.8036, -20.0843, 69.7184], [-88.8814, -18.8898, 69.6599], [-90.3313, -19.5409, 69.6518], [-91.4421, -18.5314, 69.2138], [-85.7163, -21.5460, 68.8958], [-85.0895, -20.6882, 70.2238], [-84.5576, -20.2510, 68.6377], [-86.6317, -19.0648, 68.1579], [-86.5409, -18.7667, 70.0508], [-87.8834, -20.7344, 70.6636], [-88.0955, -20.8625, 68.9679], [-88.9779, -18.2132, 68.9888], [-88.8710, -18.5305, 70.7013], [-90.7034, -20.2979, 70.3603], [-90.5037, -20.1491, 68.9897], [-91.1863, -18.1853, 68.3855], [-91.7758, -17.7694, 70.0063], [-92.3580, -19.3913, 69.1900], [-94.7558, -22.6438, 68.7001], [-93.4073, -22.4917, 67.9520], [-92.9933, -23.7319, 67.1762], [-91.7358, -23.5268, 66.3077], [-91.4730, -24.6248, 65.2705], [-90.8315, -25.8785, 65.9076], [-94.8282, -23.4845, 69.4041], [-95.4578, -22.7681, 67.8275], [-94.9495, -21.5140, 69.2522], [-92.5820, -22.0966, 68.5895], [-93.7360, -21.6933, 67.3663], [-93.7889, -23.9378, 66.6659], [-92.7706, -24.7261, 67.7320], [-90.9439, -23.4733, 66.8600], [-92.0302, -22.7190, 65.8271], [-90.7027, -24.3801, 64.6132], [-92.3840, -24.8521, 64.4632], [-90.5636, -26.6927, 65.1921], [-91.4946, -26.3601, 66.5955], [-90.0901, -25.6951, 66.6279], [-93.0617, -22.6482, 76.3376], [-92.8311, -21.1232, 76.8988], [-91.4681, -21.0135, 77.5810], [-91.4039, -21.5345, 79.0062], [-92.1039, -20.5192, 80.0319], [-91.9440, -20.8523, 81.4651], [-92.4102, -22.5599, 75.2694], [-94.0642, -22.7932, 76.2032], [-92.8258, -23.5584, 76.8626], [-93.6187, -21.1486, 77.5377], [-92.8849, -20.2709, 76.2794], [-91.2329, -19.9743, 77.6845], [-90.7257, -21.5729, 77.0353], [-90.4020, -21.6469, 79.4287], [-91.6775, -22.5235, 79.2213], [-93.1499, -20.5135, 79.8885], [-91.6249, -19.5116, 79.8711], [-91.8138, -21.8919, 81.7329], [-92.6177, -20.3007, 82.1043], [-90.9347, -20.4571, 81.6418], [-91.8761, -22.4141, 72.1602], [-92.5195, -23.7443, 72.0226], [-93.8036, -23.9163, 72.4604], [-92.5784, -21.5549, 71.7150], [-91.0269, -22.1872, 71.7480], [-91.6920, -22.4623, 73.2334], [-91.8470, -24.5276, 72.4028], [-92.3641, -23.8116, 70.9812], [-94.0105, -24.8386, 72.6593], [-94.9689, -20.2280, 73.7956], [-95.5714, -20.4537, 72.3758], [-95.7447, -21.7491, 72.1520], [-95.0574, -19.2450, 74.0760], [-93.8149, -20.2871, 73.7583], [-95.6917, -20.7289, 74.4222], [-94.9981, -19.7244, 71.8769], [-96.7607, -20.1012, 72.5418], [-94.9103, -22.3635, 72.2549], [-93.1042, -26.0819, 74.9508], [-92.8443, -27.1329, 73.8540], [-93.7939, -26.8592, 72.7731], [-92.7253, -26.2499, 75.9586], [-94.1170, -26.1380, 75.2118], [-92.8874, -25.0130, 74.5877], [-93.0298, -28.0578, 74.3351], [-91.7268, -26.9253, 73.5818], [-93.4880, -27.4905, 72.0170]]}


Ordered E_tot results: -3016.0998, -4738.7565, -1649.4658; unit Ha.